# 1
This record from the OMol25 dataset describes 3 unconnected molecules or ions with the total composition C11H29FN5O2S. The level of theory is ωB97M-V/def2-TZVPD.

Summary:
E_HOMO   -0.427 Eh
Charge   +1
Largest force on an atom   0.28 eV/A
Spin multiplicity   1
Kohn-Sham gap   9.165 eV

Last column: Löwdin charge in e.
Cartesian coordinates (Å):
C (-1.340, -0.643, 0.994)  -0.25
S (-2.449, 0.747, 0.817)  1.12
C (-2.040, 1.716, 2.293)  -0.30
C (-1.668, 3.162, 1.965)  -0.24
F (-0.528, 3.482, 2.674)  -0.03
C (-4.053, -0.034, 1.139)  -0.29
C (-5.261, 0.926, 1.407)  -0.74
N (-5.307, 2.062, 0.518)  0.10
N (-5.124, 1.442, 2.763)  0.08
N (-6.494, 0.186, 1.246)  0.09
H (-0.310, -0.288, 0.907)  0.04
H (-1.480, -1.108, 1.968)  0.08
H (-1.552, -1.351, 0.194)  0.08
H (-1.173, 1.225, 2.737)  0.11
H (-2.895, 1.627, 2.966)  0.08
H (-1.457, 3.311, 0.903)  0.11
H (-2.455, 3.854, 2.273)  0.13
H (-4.230, -0.585, 0.213)  0.10
H (-3.919, -0.741, 1.961)  0.11
H (-5.362, 1.826, -0.465)  0.09
H (-4.571, 2.740, 0.669)  0.07
H (-5.617, 0.838, 3.414)  0.10
H (-5.624, 2.329, 2.802)  0.10
H (-6.715, 0.004, 0.271)  0.09
H (-6.468, -0.716, 1.712)  0.09
C (3.300, -0.080, 2.694)  0.00
C (2.586, -0.501, 1.431)  -0.53
O (1.492, -1.071, 1.491)  -0.02
N (3.185, -0.252, 0.257)  0.03
C (4.464, 0.387, 0.026)  -0.07
H (2.683, -0.369, 3.539)  0.08
H (4.271, -0.569, 2.776)  0.09
H (3.469, 0.997, 2.718)  0.09
H (2.726, -0.637, -0.556)  0.12
H (4.350, 1.273, -0.600)  0.09
H (5.138, -0.307, -0.475)  0.08
H (4.905, 0.693, 0.969)  0.07
C (5.285, -1.849, -4.204)  0.00
C (4.071, -2.026, -3.322)  -0.53
O (4.157, -1.970, -2.103)  0.02
N (2.881, -2.267, -3.928)  0.01
C (2.607, -2.383, -5.344)  -0.07
H (6.140, -1.676, -3.559)  0.08
H (5.466, -2.738, -4.809)  0.09
H (5.166, -1.003, -4.882)  0.09
H (2.121, -2.421, -3.283)  0.14
H (1.875, -1.642, -5.669)  0.08
H (2.233, -3.375, -5.597)  0.09
H (3.519, -2.218, -5.910)  0.07

=====

# 2
This record from the OMol25 dataset describes C8H7NO2 in the gas phase at a distorted geometry. The level of theory is ωB97M-V/def2-TZVPD.

Summary:
E_HOMO   -0.333 Eh
Largest force on an atom   3.43 eV/A
Structure (SMILES)   Cc1ccc2c(=O)[nH]oc2c1
Spin multiplicity   1
ΔE to the lowest compared entry with this formula, charge and spin   209.7 kJ/mol
Kohn-Sham gap   9.616 eV

Last column: Löwdin charge in e.
Cartesian coordinates (Å):
C (0.026, 2.211, 1.906)  -0.06
C (0.016, 0.955, 1.126)  -0.28
C (-0.405, -0.313, 1.562)  -0.03
C (-0.635, -1.310, 0.655)  0.02
C (-0.197, -1.161, -0.668)  -0.10
C (-0.192, -2.038, -1.802)  -0.43
C (0.334, 0.010, -1.079)  -0.18
C (0.443, 1.055, -0.207)  0.03
H (-0.896, 2.429, 2.460)  0.08
H (0.304, 3.071, 1.195)  0.10
H (0.817, 1.961, 2.702)  0.12
H (-0.806, -0.445, 2.515)  0.10
H (-1.052, -2.280, 0.825)  0.12
H (0.807, -1.712, -3.594)  0.18
H (0.763, 2.120, -0.454)  0.14
N (0.357, -1.274, -2.787)  0.08
O (-0.519, -3.217, -1.957)  0.05
O (0.838, -0.063, -2.398)  0.05

=====

# 3
This record from the OMol25 dataset describes a molecular structure, C3H9N3 at a distorted geometry. The level of theory is ωB97M-V/def2-TZVPD.

Summary:
E_HOMO   -0.256 Eh
Largest force on an atom   3.44 eV/A
Spin multiplicity   1
ΔE to the lowest compared entry with this formula, charge and spin   462.2 kJ/mol
Kohn-Sham gap   7.754 eV

Last column: Löwdin charge in e.
Cartesian coordinates (Å):
N (0.490, 0.822, 0.921)  -0.18
N (-0.226, 0.336, 2.051)  0.03
H (0.332, -0.381, 2.513)  0.08
H (1.201, 1.497, 1.223)  0.15
H (-0.495, 1.330, 0.147)  0.10
H (-1.068, -0.110, 1.681)  0.09
C (0.997, -0.127, -0.034)  -0.22
C (-1.370, 0.454, -1.970)  -0.27
C (0.917, -1.464, 0.021)  0.02
N (-1.353, 1.019, -0.843)  -0.09
H (1.579, 0.373, -0.799)  0.11
H (-0.504, -0.151, -2.327)  0.02
H (-2.259, 0.453, -2.627)  0.03
H (1.512, -2.069, -0.649)  0.06
H (0.247, -1.984, 0.693)  0.05

=====

# 4
This record from the OMol25 dataset describes a molecular structure, C41H64AsOsP2S4Si at a distorted geometry. The level of theory is ωB97M-V/def2-TZVPD.

Summary:
E_HOMO (spin up / spin down)   -0.145 / -0.159 Eh
⟨S²⟩   6.02
Charge   -1
Largest force on an atom   4.07 eV/A
Spin multiplicity   5
ΔE to the lowest compared entry with this formula, charge and spin   194.0 kJ/mol
Kohn-Sham gap (spin up / spin down)   6.046 / 5.986 eV

Last column: Löwdin charge in e.
Cartesian coordinates (Å):
Os (9.794, 11.878, 13.011)  0.46
C (15.131, 10.657, 12.206)  -0.16
Si (13.285, 10.841, 12.784)  0.63
C (13.212, 9.825, 14.379)  -0.24
C (14.276, 8.972, 14.560)  -0.14
C (14.305, 8.021, 15.492)  -0.09
C (13.246, 7.955, 16.409)  -0.08
C (12.131, 8.740, 16.264)  -0.11
C (12.077, 9.632, 15.186)  -0.33
P (10.614, 10.793, 15.053)  0.96
C (9.317, 9.817, 16.030)  -0.40
C (8.003, 10.529, 16.176)  -0.25
C (6.948, 10.279, 15.101)  -0.25
C (6.723, 8.785, 14.868)  -0.21
C (8.016, 8.258, 14.357)  -0.25
C (9.032, 8.400, 15.407)  -0.22
C (11.304, 12.006, 16.327)  -0.40
C (11.197, 11.671, 17.791)  -0.19
C (9.939, 12.229, 18.463)  -0.19
C (9.777, 13.719, 18.220)  -0.19
C (9.729, 14.021, 16.721)  -0.22
C (10.973, 13.493, 16.015)  -0.21
C (13.330, 12.695, 13.062)  -0.26
C (14.456, 13.009, 13.812)  -0.14
C (14.805, 14.324, 14.103)  -0.08
C (14.119, 15.416, 13.572)  -0.09
C (13.065, 15.115, 12.744)  -0.10
C (12.659, 13.795, 12.421)  -0.28
P (10.967, 13.481, 11.685)  0.92
C (10.044, 15.104, 11.829)  -0.48
C (10.330, 16.219, 10.787)  -0.17
C (9.551, 17.557, 11.129)  -0.19
C (8.305, 17.238, 11.850)  -0.27
C (8.553, 16.571, 13.125)  -0.20
C (9.892, 15.667, 13.200)  -0.25
C (11.276, 13.093, 9.956)  -0.43
C (10.050, 12.505, 9.134)  -0.23
C (9.872, 12.993, 7.676)  -0.20
C (11.194, 13.048, 6.875)  -0.20
C (12.453, 13.408, 7.738)  -0.18
C (12.040, 14.095, 9.081)  -0.21
H (15.718, 10.798, 13.126)  0.02
H (15.288, 11.554, 11.627)  0.03
H (15.498, 9.810, 11.617)  0.04
H (15.086, 9.001, 13.894)  0.07
H (15.136, 7.345, 15.733)  0.11
H (13.304, 7.318, 17.340)  0.12
H (11.342, 8.599, 17.015)  0.10
H (9.738, 9.627, 17.068)  0.10
H (8.145, 11.587, 16.327)  0.05
H (7.577, 10.392, 17.200)  0.12
H (7.316, 10.628, 14.133)  -0.02
H (6.002, 10.757, 15.321)  0.10
H (5.905, 8.595, 14.151)  0.11
H (6.457, 8.372, 15.831)  0.11
H (8.316, 8.766, 13.452)  0.05
H (7.867, 7.181, 14.085)  0.13
H (9.947, 7.895, 15.128)  0.09
H (8.749, 7.800, 16.270)  0.12
H (12.380, 11.903, 16.079)  0.10
H (12.029, 12.122, 18.363)  0.13
H (11.294, 10.636, 17.874)  0.06
H (9.971, 11.931, 19.490)  0.09
H (8.952, 11.738, 18.219)  0.11
H (10.641, 14.274, 18.639)  0.12
H (8.910, 14.177, 18.692)  0.11
H (9.530, 15.076, 16.508)  0.11
H (8.849, 13.599, 16.207)  0.06
H (11.816, 14.055, 16.355)  0.10
H (10.843, 13.605, 14.884)  0.05
H (14.971, 12.255, 14.324)  0.07
H (15.695, 14.470, 14.769)  0.11
H (14.528, 16.432, 13.725)  0.11
H (12.549, 16.010, 12.395)  0.09
H (8.993, 14.821, 11.716)  0.01
H (9.991, 15.871, 9.808)  0.09
H (11.448, 16.365, 10.609)  0.11
H (9.419, 18.018, 10.176)  0.09
H (10.200, 18.279, 11.716)  0.13
H (7.642, 16.559, 11.193)  0.11
H (7.714, 18.141, 12.029)  0.11
H (7.798, 15.810, 13.345)  0.06
H (8.599, 17.337, 13.931)  0.12
H (9.691, 14.834, 13.900)  0.00
H (10.741, 16.254, 13.581)  0.10
H (12.025, 12.263, 10.124)  0.07
H (9.125, 12.822, 9.717)  -0.01
H (10.003, 11.410, 9.048)  0.08
H (9.227, 13.947, 7.564)  0.13
H (9.190, 12.274, 7.212)  0.10
H (10.989, 13.841, 6.155)  0.09
H (11.445, 12.144, 6.353)  0.09
H (13.149, 14.021, 7.122)  0.11
H (12.960, 12.454, 7.979)  0.10
H (11.502, 14.989, 8.742)  0.09
H (12.961, 14.454, 9.618)  0.12
S (6.861, 13.753, 10.341)  -0.01
As (6.858, 12.319, 11.824)  -0.42
S (7.855, 13.169, 13.654)  0.14
S (8.474, 10.699, 11.454)  0.04
S (5.107, 11.228, 12.139)  -0.10
C (11.526, 7.907, 12.178)  -0.07
C (12.288, 8.631, 11.100)  -0.44
C (11.662, 8.292, 9.710)  -0.06
C (12.318, 10.191, 11.332)  -0.26
H (11.252, 6.924, 11.806)  0.08
H (10.630, 8.532, 12.388)  0.07
H (12.003, 7.870, 13.100)  0.03
H (13.333, 8.307, 11.108)  0.12
H (10.641, 8.687, 9.634)  0.07
H (11.589, 7.211, 9.730)  0.07
H (12.144, 8.765, 8.872)  0.07
H (12.852, 10.608, 10.466)  0.07
H (11.262, 10.408, 11.243)  -0.01